Density functional theory data (ωB97M-V/def2-TZVPD) for C36H63N3O11P as an isolated structure at a distorted geometry.

Geometry as XYZ:
```
114
Properties=species:S:1:pos:R:3:forces:R:3:mulliken_charge:R:1
C 5.51777 4.71788 1.97046 -0.42 -0.25 0.22 -1.556
C 5.35478 3.25038 1.55219 -0.54 1.81 6.48 0.146
C 5.69017 2.25923 2.65955 -0.40 0.35 0.36 -1.164
C 5.31020 0.82551 2.31823 0.01 0.19 0.35 0.586
C 5.78040 -0.18445 3.36158 0.19 0.08 -0.10 -1.105
C 5.58147 -1.64945 2.97332 -0.15 0.01 0.20 -0.865
C 4.22021 -1.96698 2.35920 0.08 -0.27 0.18 -0.065
C 4.22449 -3.23730 1.49822 -0.19 0.18 -0.02 -1.217
C 3.26281 -3.12964 0.30227 -0.01 0.20 0.08 0.200
C 4.00609 -3.22647 -1.04382 0.00 -0.15 -0.13 -2.018
C 4.58520 -1.88569 -1.35052 -0.71 -0.23 -0.08 0.954
C 5.89351 -1.62407 -1.11122 0.80 0.05 0.33 -0.105
C 6.39786 -0.33525 -1.25655 -0.25 -0.07 -0.06 -0.608
N 7.73945 -0.04735 -0.97954 -0.01 0.16 -0.12 -0.612
N 5.55210 0.61282 -1.65741 -0.06 -0.10 -0.15 0.306
P 6.15395 2.37549 -1.86405 0.49 -0.47 -2.18 -0.117
O 4.88699 2.91405 -2.66135 0.22 0.29 0.14 -0.437
O 5.90474 2.77619 -0.32079 0.75 -3.83 -12.76 -0.161
N 4.26731 0.39666 -1.93426 0.15 0.17 0.10 -0.432
C 3.76317 -0.80705 -1.79160 0.32 0.21 0.13 0.658
C 2.31486 -0.96696 -2.11958 -0.03 0.03 -0.14 -0.446
C 1.47032 0.30323 -1.98455 -0.26 -0.28 -0.12 -1.173
C -0.01938 0.02831 -1.69366 0.37 0.37 0.12 1.780
C -0.76764 1.36487 -1.82450 0.12 -0.24 -0.14 -1.774
C -0.14791 -0.56183 -0.28531 -0.09 -0.10 -0.09 -0.441
C -1.48090 -1.20930 0.08490 0.01 0.08 0.24 -0.809
C -2.54502 -0.23608 0.48996 -0.09 0.08 0.09 -0.202
C -3.72376 -0.53314 1.03002 0.18 -0.03 -0.04 1.119
C -4.06808 -1.91729 1.51064 0.06 -0.05 -0.19 -1.859
C -4.75398 0.55720 1.15868 0.33 0.12 0.17 -1.490
H 4.77629 5.35424 1.49089 0.03 0.11 -0.06 0.362
H 5.38842 4.83128 3.04673 -0.03 0.14 0.10 0.381
H 6.50248 5.10405 1.71459 0.14 0.00 -0.02 0.335
H 4.32433 3.08742 1.22448 -0.64 -0.05 0.16 0.308
H 6.00579 3.06774 0.68966 1.64 3.23 8.23 0.308
H 5.15293 2.55895 3.56337 0.09 -0.18 0.28 0.530
H 6.75652 2.32264 2.89296 0.08 0.02 0.01 0.312
H 5.73120 0.56333 1.33800 -0.02 -0.19 -0.14 -0.326
H 4.22087 0.79258 2.24164 -0.03 -0.05 -0.21 0.314
H 6.85025 -0.02292 3.51732 0.01 0.00 0.14 0.341
H 5.30147 0.03702 4.31779 -0.10 0.02 -0.03 0.399
H 6.38352 -1.94711 2.29158 -0.02 0.02 -0.15 0.384
H 5.69999 -2.26553 3.86711 0.20 -0.05 -0.04 0.398
H 3.87039 -1.13484 1.74717 0.06 0.00 -0.02 -0.107
H 3.49783 -2.08813 3.16946 -0.15 0.18 -0.07 0.408
H 3.96583 -4.10885 2.09782 0.14 -0.06 0.02 0.437
H 5.24170 -3.38875 1.13014 0.02 -0.14 0.00 0.470
H 2.80262 -2.13953 0.35716 -0.23 -0.13 -0.02 -0.284
H 2.44374 -3.84445 0.33993 0.09 -0.17 0.00 0.586
H 4.82083 -3.94367 -0.95429 -0.04 -0.12 -0.07 0.551
H 3.35709 -3.57012 -1.84902 -0.08 0.10 -0.01 0.497
H 6.57274 -2.39208 -0.77059 0.06 -0.03 -0.04 0.565
H 7.87983 0.40708 -0.08525 0.06 -0.11 0.10 0.301
H 8.20108 0.47869 -1.71165 0.03 0.06 0.02 0.362
H 4.08590 3.09424 -2.15263 -0.24 -0.15 -0.11 0.358
H 5.14526 2.38812 0.13417 -1.18 -0.71 -0.85 0.254
H 1.90532 -1.77616 -1.52028 0.00 -0.03 -0.05 0.411
H 2.28312 -1.30368 -3.16142 -0.10 -0.13 -0.01 0.222
H 1.85388 0.93990 -1.18370 0.09 0.05 0.01 0.177
H 1.53969 0.85565 -2.92114 0.10 0.19 0.07 0.397
H -0.38663 -0.68354 -2.43878 -0.09 -0.05 -0.01 0.111
H -0.30698 1.98165 -2.59752 -0.01 0.08 0.00 0.527
H -0.72380 1.89247 -0.87212 0.03 0.20 -0.04 0.454
H -1.80403 1.22537 -2.10482 -0.09 -0.01 0.19 0.063
H 0.61778 -1.32800 -0.14029 0.10 0.06 0.04 -0.408
H 0.06441 0.25263 0.41490 0.11 -0.08 0.15 0.433
H -1.29021 -1.91421 0.90096 -0.10 -0.11 -0.05 0.469
H -1.84574 -1.78299 -0.77199 0.01 -0.17 0.03 0.121
H -2.34755 0.81035 0.28309 -0.10 0.01 -0.25 0.380
H -5.00781 -1.92197 2.05914 -0.03 -0.01 0.04 0.394
H -4.16164 -2.62949 0.68621 -0.01 -0.01 -0.04 0.301
H -3.28746 -2.29653 2.17224 0.00 -0.08 0.02 0.446
H -5.72788 0.17225 1.45515 -0.07 0.06 -0.03 0.432
H -4.43326 1.29136 1.89786 -0.21 0.01 0.07 0.288
H -4.82961 1.08936 0.21126 -0.23 0.03 -0.02 0.236
C -3.40037 -2.85025 -6.32628 0.01 -0.09 0.14 -1.554
C -3.47493 -1.51891 -5.62973 0.02 0.05 -0.06 0.445
C -2.19360 -0.70755 -5.60596 0.00 0.15 -0.09 -0.516
O -2.31667 0.04388 -4.38403 -0.04 -0.33 -0.02 -0.284
C -3.11390 -0.67785 -3.55491 -0.13 -0.03 -0.18 0.630
O -3.27135 -0.45186 -2.39713 -0.09 0.05 0.03 -0.402
O -3.70116 -1.68849 -4.21380 -0.05 -0.07 -0.02 -0.344
H -3.13043 -2.70687 -7.37252 -0.01 0.01 -0.02 0.394
H -2.65575 -3.48921 -5.84970 0.04 0.03 -0.03 0.350
H -4.36183 -3.35860 -6.28582 -0.02 0.03 -0.02 0.370
H -4.30204 -0.92035 -6.01898 -0.01 0.01 0.02 0.297
H -2.09128 -0.02164 -6.44198 -0.02 0.06 0.04 0.323
H -1.30811 -1.34502 -5.53675 -0.01 -0.03 -0.01 0.280
C -4.02598 1.28246 6.59049 -0.03 -0.09 -0.12 -1.421
C -4.30821 2.55442 5.83643 -0.01 0.01 0.03 0.436
C -5.59860 3.26566 6.19790 -0.01 -0.02 -0.02 -0.502
O -5.95057 3.90459 4.96535 -0.08 0.01 0.07 -0.359
C -5.40971 3.19270 3.95147 -0.02 0.00 0.09 0.642
O -5.67155 3.33866 2.80338 0.03 0.03 -0.05 -0.493
O -4.52942 2.28460 4.43709 0.10 -0.01 -0.02 -0.235
H -3.96068 1.48986 7.65871 0.01 0.01 0.01 0.388
H -4.82023 0.55592 6.41759 -0.03 0.02 0.04 0.350
H -3.08521 0.84007 6.26632 0.01 0.03 0.01 0.345
H -3.46305 3.24518 5.90307 0.00 0.01 0.01 0.248
H -5.49328 4.01121 6.98066 0.01 0.07 -0.06 0.307
H -6.38836 2.55856 6.46285 0.01 -0.02 0.03 0.305
C -6.55988 -2.01041 -1.51437 0.07 -0.26 -0.21 -1.376
C -6.83235 -0.71457 -2.22664 0.10 -0.04 0.25 0.952
C -8.10496 -0.00027 -1.82241 0.00 0.03 -0.11 -0.340
O -8.45419 0.69342 -3.03005 -0.10 -0.02 0.06 -0.339
C -7.92946 0.01182 -4.07408 0.03 -0.01 0.08 0.578
O -8.17838 0.21653 -5.21693 0.01 0.03 -0.06 -0.545
O -7.07260 -0.93734 -3.63091 0.10 0.02 -0.02 -0.358
H -6.46613 -1.84918 -0.44017 -0.01 0.07 0.00 0.286
H -7.35900 -2.72943 -1.70112 -0.06 0.06 0.05 0.468
H -5.62780 -2.44508 -1.87548 0.03 0.04 0.04 0.211
H -5.96741 -0.05115 -2.14050 -0.02 0.04 -0.01 -0.132
H -7.97863 0.70933 -1.00948 0.02 0.09 -0.08 0.293
H -8.90464 -0.70424 -1.57942 0.00 -0.01 0.02 0.312
```
Forces are in eV/Å.

Lowest unoccupied orbital energy: -3.99 eV
Charge: +1
Frontier orbital gap: 5.9 eV